Record 1
{
  "formula": "C3H7NO3",
  "method": "ωB97M-V/def2-TZVPD",
  "homo_lumo_gap_ev": 8.32,
  "relative_energy_kcal_mol": 123.8,
  "e_homo_ev": -7.6,
  "charge": 0,
  "symbols": ["N", "C", "C", "O", "C", "O", "O", "H", "H", "H", "H", "H", "H", "H"],
  "xyz": [[-0.78, -1.23, -1.83], [-0.21, -0.74, -0.66], [-0.49, 0.47, -0.15], [-1.46, 1.30, -0.66], [0.20, 1.06, 1.02], [1.54, 0.36, 1.20], [1.53, -0.80, 2.02], [-0.31, -2.04, -2.20], [-0.95, -0.53, -2.54], [0.39, -1.44, -0.10], [-1.69, 1.12, -1.59], [-0.39, 0.95, 1.93], [0.46, 2.11, 0.85], [2.16, -0.59, 2.72]]
}

Record 2
{
  "formula": "C3H8N2",
  "method": "ωB97M-V/def2-TZVPD",
  "homo_lumo_gap_ev": 8.53,
  "relative_energy_kcal_mol": 96.8,
  "e_homo_ev": -7.6,
  "charge": 0,
  "symbols": ["C", "C", "N", "C", "N", "H", "H", "H", "H", "H", "H", "H", "H"],
  "xyz": [[1.07, -0.16, 0.36], [0.58, 0.37, -0.95], [0.58, -1.35, 0.73], [-0.78, 0.74, -0.34], [-1.65, -0.29, -0.28], [-0.42, -1.44, 0.38], [0.74, -1.63, 1.69], [-2.48, -0.03, 0.24], [1.95, 0.23, 0.86], [-0.14, 0.92, 0.82], [0.51, -0.37, -1.75], [1.14, 1.24, -1.28], [-1.10, 1.77, -0.49]]
}

Record 3
{
  "formula": "C14H30F2N8O22",
  "method": "ωB97M-V/def2-TZVPD",
  "homo_lumo_gap_ev": [3.36, 7.18],
  "spin_multiplicity": 2,
  "s_squared": 0.7537,
  "e_homo_ev": [-1.3, -5.1],
  "charge": -1,
  "symbols": ["C", "C", "O", "C", "O", "O", "F", "H", "H", "H", "C", "C", "O", "C", "O", "O", "F", "H", "H", "H", "C", "N", "O", "O", "H", "H", "H", "C", "N", "O", "O", "H", "H", "H", "C", "N", "O", "O", "H", "H", "H", "C", "N", "O", "O", "H", "H", "H", "C", "N", "O", "O", "H", "H", "H", "C", "N", "O", "O", "H", "H", "H", "C", "N", "O", "O", "H", "H", "H", "C", "N", "O", "O", "H", "H", "H"],
  "xyz": [[-3.90, -1.45, -3.99], [-2.85, -1.45, -2.90], [-3.67, -0.84, -1.89], [-4.96, -1.19, -2.01], [-5.85, -1.02, -1.19], [-5.17, -1.57, -3.26], [-1.95, -0.49, -3.32], [-3.68, -2.33, -4.60], [-3.92, -0.52, -4.56], [-2.40, -2.39, -2.57], [3.54, 1.15, -3.78], [3.87, 1.31, -2.24], [4.46, 0.07, -1.93], [4.80, -0.57, -3.12], [5.40, -1.59, -3.07], [4.57, 0.22, -4.11], [2.72, 1.49, -1.62], [3.59, 2.18, -4.13], [2.55, 0.74, -3.93], [4.48, 2.20, -2.12], [-4.46, -0.40, 1.68], [-5.11, 0.97, 1.57], [-5.27, 1.68, 2.62], [-5.41, 1.36, 0.45], [-4.26, -0.57, 2.73], [-3.59, -0.35, 1.02], [-5.21, -1.13, 1.36], [-0.42, 2.18, -4.68], [0.10, 3.09, -3.63], [-0.38, 2.98, -2.51], [0.97, 3.93, -3.85], [-1.45, 1.85, -4.56], [0.18, 1.27, -4.60], [-0.26, 2.66, -5.65], [2.10, -3.19, -1.61], [2.12, -4.66, -1.78], [3.17, -5.18, -1.62], [1.10, -5.21, -2.08], [2.98, -2.80, -1.11], [1.16, -2.87, -1.14], [2.00, -2.82, -2.64], [3.26, 1.94, 4.35], [2.04, 1.25, 3.81], [1.91, 1.31, 2.60], [1.15, 0.98, 4.57], [4.18, 1.36, 4.43], [3.19, 2.41, 5.33], [3.39, 2.72, 3.60], [-3.69, 4.99, 2.64], [-2.71, 4.42, 1.62], [-2.16, 3.35, 1.91], [-2.56, 5.07, 0.55], [-3.26, 5.93, 3.00], [-3.81, 4.22, 3.41], [-4.69, 5.11, 2.24], [-0.10, -2.80, 3.50], [0.17, -2.74, 5.02], [-0.19, -3.64, 5.72], [0.85, -1.79, 5.38], [0.20, -1.87, 3.01], [-1.17, -2.84, 3.35], [0.49, -3.59, 3.05], [3.43, -1.81, 2.36], [3.32, -3.26, 2.24], [3.93, -3.96, 3.08], [2.79, -3.76, 1.26], [2.94, -1.34, 1.51], [4.49, -1.59, 2.41], [2.88, -1.40, 3.21], [-0.21, 1.30, 0.13], [-0.37, -0.18, 0.25], [0.58, -0.71, 0.84], [-1.34, -0.74, -0.32], [0.03, 1.69, 1.11], [-1.18, 1.71, -0.15], [0.54, 1.53, -0.63]]
}

Record 4
{
  "formula": "CH5N2O",
  "method": "ωB97M-V/def2-TZVPD",
  "homo_lumo_gap_ev": 10.65,
  "relative_energy_kcal_mol": 98.1,
  "e_homo_ev": -16.0,
  "charge": 1,
  "symbols": ["N", "C", "N", "O", "H", "H", "H", "H", "H"],
  "xyz": [[1.22, 0.86, 0.13], [0.57, -0.29, 0.02], [-0.87, -0.33, 0.14], [-2.35, 0.36, 0.08], [0.69, 1.79, -0.10], [2.28, 0.99, -0.09], [0.82, -1.34, -0.08], [-1.21, -1.33, 0.22], [-2.64, 0.30, 1.05]]
}

Record 5
{
  "formula": "C13H29Cl4FN6O15",
  "method": "ωB97M-V/def2-TZVPD",
  "homo_lumo_gap_ev": 9.52,
  "relative_energy_kcal_mol": 0.0,
  "e_homo_ev": -10.4,
  "charge": 0,
  "symbols": ["O", "C", "O", "C", "C", "F", "O", "H", "H", "H", "C", "N", "O", "O", "H", "H", "H", "C", "N", "O", "O", "H", "H", "H", "C", "N", "O", "O", "H", "H", "H", "C", "N", "O", "O", "H", "H", "H", "C", "N", "O", "O", "H", "H", "H", "C", "N", "O", "O", "H", "H", "H", "Cl", "C", "C", "Cl", "H", "H", "H", "H", "Cl", "C", "C", "Cl", "H", "H", "H", "H"],
  "xyz": [[0.37, 0.72, -2.32], [0.16, 0.63, -1.14], [1.11, 0.25, -0.29], [0.68, 0.43, 1.00], [-0.86, 0.33, 0.82], [-1.41, 1.28, 1.51], [-0.95, 0.78, -0.47], [1.20, -0.23, 1.69], [0.86, 1.46, 1.30], [-1.48, -0.55, 1.02], [1.37, 0.35, -5.75], [1.25, -0.58, -6.92], [0.17, -1.17, -7.18], [2.12, -0.61, -7.69], [2.34, 0.79, -5.54], [1.26, -0.39, -4.95], [0.44, 0.93, -5.79], [0.58, 4.05, -0.79], [-0.41, 4.98, -1.54], [-0.92, 5.93, -0.89], [-0.54, 4.80, -2.70], [1.48, 4.62, -0.57], [0.76, 3.24, -1.49], [0.10, 3.75, 0.14], [-2.12, -4.62, 0.92], [-2.32, -3.43, 1.85], [-1.37, -2.68, 2.16], [-3.43, -3.20, 2.20], [-1.13, -4.59, 0.45], [-2.93, -4.67, 0.19], [-2.14, -5.55, 1.49], [5.09, 3.20, 1.45], [3.58, 3.34, 1.63], [2.90, 2.93, 0.70], [3.19, 3.85, 2.67], [5.39, 2.22, 1.83], [5.42, 4.01, 2.09], [5.32, 3.31, 0.40], [1.82, -2.76, 1.53], [2.25, -4.10, 1.26], [3.46, -4.25, 1.00], [1.42, -4.94, 1.16], [2.04, -2.07, 0.71], [2.23, -2.29, 2.43], [0.73, -2.75, 1.54], [0.64, 2.56, 5.41], [-0.34, 1.42, 5.27], [-0.45, 0.95, 4.12], [-0.91, 0.99, 6.24], [0.24, 3.25, 6.15], [0.77, 2.94, 4.40], [1.48, 2.01, 5.83], [-6.90, 1.41, 0.26], [-5.23, 0.87, 0.54], [-4.99, -0.03, 1.80], [-5.03, 0.94, 3.27], [-4.54, 1.71, 0.43], [-4.95, 0.21, -0.28], [-4.01, -0.48, 1.94], [-5.67, -0.87, 1.90], [-0.51, -4.82, -4.62], [0.53, -3.62, -3.89], [-0.18, -2.37, -3.30], [-1.06, -2.83, -1.87], [1.32, -3.39, -4.61], [1.04, -4.16, -3.10], [-0.88, -1.83, -3.93], [0.59, -1.63, -3.07]]
}

Record 6
{
  "formula": "C7H16N2O",
  "method": "ωB97M-V/def2-TZVPD",
  "homo_lumo_gap_ev": 9.85,
  "relative_energy_kcal_mol": 103.5,
  "e_homo_ev": -9.2,
  "charge": 0,
  "symbols": ["C", "C", "C", "C", "C", "N", "C", "C", "N", "H", "H", "H", "H", "H", "H", "H", "H", "H", "H", "H", "H", "H", "H", "O", "H", "H"],
  "xyz": [[-3.08, 0.75, 0.17], [-1.59, 1.10, 0.22], [-0.61, 0.00, -0.22], [-0.84, -1.29, 0.58], [-0.77, -0.29, -1.73], [0.73, 0.53, 0.10], [1.87, -0.15, -0.45], [3.14, 0.18, 0.26], [3.83, 1.13, 0.62], [-3.40, 0.46, -0.84], [-3.33, -0.06, 0.86], [-3.68, 1.63, 0.47], [-1.41, 1.98, -0.41], [-1.32, 1.39, 1.25], [-1.82, -1.72, 0.34], [-0.09, -2.05, 0.35], [-0.82, -1.08, 1.66], [-0.55, 0.61, -2.32], [-0.09, -1.09, -2.06], [-1.79, -0.62, -1.96], [0.78, 1.51, -0.16], [1.74, -1.25, -0.38], [2.06, 0.08, -1.52], [3.76, -0.89, 1.59], [2.93, -1.28, 1.91], [4.35, 0.44, 1.67]]
}

Record 7
{
  "formula": "C3H12N2S",
  "method": "ωB97M-V/def2-TZVPD",
  "homo_lumo_gap_ev": 9.68,
  "relative_energy_kcal_mol": 0.9,
  "e_homo_ev": -8.9,
  "charge": 0,
  "symbols": ["C", "C", "S", "H", "H", "H", "H", "H", "H", "N", "C", "N", "H", "H", "H", "H", "H", "H"],
  "xyz": [[-2.12, 0.81, -1.06], [-2.94, 0.07, -0.01], [-2.01, -1.26, 0.81], [-1.64, 0.17, -1.80], [-1.32, 1.38, -0.56], [-2.73, 1.55, -1.58], [-3.22, 0.79, 0.77], [-3.83, -0.38, -0.45], [-1.35, -0.48, 1.68], [1.78, 0.80, 0.01], [2.88, -0.06, 0.42], [2.65, -1.48, 0.44], [1.72, 0.90, -1.00], [0.89, 0.40, 0.32], [3.76, 0.14, -0.20], [3.19, 0.24, 1.42], [2.07, -1.77, 1.21], [2.22, -1.80, -0.43]]
}

Record 8
{
  "formula": "C33H56InN6O3S2Si",
  "method": "ωB97M-V/def2-TZVPD",
  "homo_lumo_gap_ev": 7.24,
  "relative_energy_kcal_mol": 23.9,
  "e_homo_ev": -10.0,
  "charge": 1,
  "symbols": ["In", "C", "N", "C", "C", "O", "C", "O", "C", "C", "O", "N", "C", "C", "H", "H", "H", "H", "H", "H", "H", "H", "H", "H", "H", "H", "H", "H", "H", "H", "C", "S", "C", "S", "N", "N", "C", "C", "C", "C", "C", "C", "N", "H", "H", "H", "H", "H", "H", "H", "H", "C", "C", "C", "C", "Si", "C", "C", "C", "C", "C", "C", "C", "C", "H", "H", "H", "H", "H", "H", "H", "H", "H", "H", "H", "H", "H", "H", "H", "H", "H", "H", "H", "H", "H", "H", "H", "H", "H", "H", "H", "C", "C", "C", "N", "C", "C", "H", "H", "H", "H", "H"],
  "xyz": [[0.28, -0.33, 0.30], [3.04, 3.47, -1.83], [1.70, 3.84, -1.40], [1.26, 5.16, -1.81], [0.91, 2.92, -0.80], [1.29, 1.77, -0.62], [-0.45, 3.40, -0.29], [-1.09, 2.44, 0.51], [-1.15, 2.69, 1.89], [-0.02, 1.96, 2.62], [0.73, 1.22, 1.98], [0.12, 2.16, 3.93], [1.12, 1.42, 4.68], [-0.83, 2.93, 4.72], [3.70, 4.32, -1.66], [3.07, 3.22, -2.89], [3.38, 2.62, -1.25], [1.99, 5.91, -1.49], [0.30, 5.43, -1.38], [1.17, 5.21, -2.89], [-1.10, 3.61, -1.15], [-0.32, 4.34, 0.26], [-2.11, 2.32, 2.26], [-1.09, 3.77, 2.10], [1.72, 0.82, 4.00], [0.63, 0.76, 5.39], [1.76, 2.13, 5.22], [-1.21, 3.79, 4.17], [-0.32, 3.30, 5.60], [-1.67, 2.30, 5.03], [-1.21, -2.14, 5.63], [-1.96, -0.69, 4.86], [-1.46, -0.86, 3.17], [-0.01, -1.62, 2.74], [-2.32, -0.30, 2.38], [-1.98, -0.19, 1.03], [-3.03, -0.14, 0.31], [-3.10, 0.34, -1.07], [-4.36, 0.47, -1.64], [-4.49, 1.15, -2.84], [-3.35, 1.69, -3.40], [-2.13, 1.48, -2.78], [-1.98, 0.79, -1.65], [-1.50, -2.09, 6.68], [-1.61, -3.05, 5.19], [-0.13, -2.12, 5.54], [-3.98, -0.33, 0.80], [-5.23, 0.07, -1.12], [-5.46, 1.27, -3.30], [-3.39, 2.26, -4.32], [-1.23, 1.88, -3.21], [1.44, -4.09, 1.42], [2.32, -3.83, 0.19], [3.68, -4.50, 0.46], [1.66, -4.59, -0.97], [2.64, -1.96, -0.20], [3.13, -1.71, -2.05], [3.47, -0.24, -2.31], [4.35, -2.56, -2.45], [1.97, -2.13, -2.96], [3.83, -1.09, 1.05], [3.58, -1.53, 2.49], [3.75, 0.44, 1.01], [5.28, -1.45, 0.68], [1.36, -5.17, 1.56], [0.43, -3.70, 1.28], [1.85, -3.67, 2.34], [3.50, -5.55, 0.69], [4.20, -4.07, 1.32], [4.36, -4.46, -0.40], [1.47, -5.61, -0.64], [2.30, -4.66, -1.84], [0.71, -4.15, -1.27], [4.41, 0.05, -1.84], [2.69, 0.43, -1.97], [3.60, -0.10, -3.39], [5.26, -2.29, -1.93], [4.53, -2.41, -3.52], [4.17, -3.63, -2.31], [1.03, -1.72, -2.62], [1.88, -3.20, -3.04], [2.16, -1.74, -3.97], [2.58, -1.28, 2.84], [4.29, -1.00, 3.14], [3.74, -2.60, 2.65], [2.76, 0.83, 1.26], [4.04, 0.85, 0.05], [4.45, 0.84, 1.76], [5.48, -2.52, 0.65], [5.95, -1.02, 1.43], [5.58, -1.03, -0.29], [0.48, 0.51, -6.45], [1.20, 1.37, -5.64], [1.10, 1.23, -4.26], [0.35, 0.31, -3.66], [-0.33, -0.52, -4.45], [-0.30, -0.46, -5.84], [0.53, 0.58, -7.52], [1.82, 2.15, -6.06], [1.65, 1.89, -3.60], [-0.94, -1.27, -3.95], [-0.88, -1.17, -6.42]]
}

Record 9
{
  "formula": "C49H28EuN4O5",
  "method": "ωB97M-V/def2-TZVPD",
  "homo_lumo_gap_ev": [4.48, 4.86],
  "spin_multiplicity": 8,
  "s_squared": 16.0025,
  "e_homo_ev": [-0.4, -1.6],
  "charge": -2,
  "symbols": ["Eu", "C", "C", "C", "C", "C", "C", "C", "C", "C", "C", "C", "N", "C", "C", "C", "C", "C", "C", "C", "C", "C", "C", "C", "C", "C", "N", "C", "C", "C", "C", "C", "C", "C", "C", "C", "C", "C", "C", "N", "C", "C", "N", "C", "C", "C", "C", "C", "C", "H", "H", "H", "H", "H", "H", "H", "H", "H", "H", "H", "H", "H", "H", "H", "H", "H", "H", "H", "H", "H", "H", "H", "H", "H", "H", "H", "H", "O", "C", "C", "O", "C", "C", "O", "C", "O", "O"],
  "xyz": [[0.39, 0.55, -0.03], [4.06, -2.46, -5.48], [3.36, -1.26, -5.42], [2.47, -1.03, -4.38], [2.26, -1.99, -3.39], [2.96, -3.19, -3.47], [3.86, -3.42, -4.51], [1.32, -1.69, -2.29], [1.71, -1.89, -0.94], [2.94, -2.46, -0.46], [2.78, -2.68, 0.88], [1.49, -2.15, 1.24], [0.87, -1.69, 0.13], [0.94, -2.00, 2.55], [0.16, -0.90, 2.93], [0.04, -0.47, 4.31], [-0.48, 0.78, 4.29], [-0.74, 1.12, 2.90], [-1.40, 2.27, 2.39], [-1.32, 3.57, 3.07], [-1.95, 4.73, 2.54], [-1.87, 5.96, 3.16], [-1.13, 6.12, 4.32], [-0.43, 5.03, 4.82], [-0.51, 3.80, 4.20], [-2.19, 2.13, 1.17], [-1.80, 1.43, 0.09], [-2.84, 1.44, -0.82], [-2.83, 0.81, -2.07], [-4.01, 1.06, -2.95], [-5.13, 0.23, -2.88], [-6.24, 0.48, -3.66], [-6.26, 1.56, -4.53], [-5.15, 2.39, -4.61], [-4.03, 2.14, -3.83], [-1.83, -0.03, -2.56], [-1.79, -0.64, -3.86], [-0.61, -1.33, -3.93], [0.05, -1.16, -2.66], [-0.73, -0.40, -1.85], [-3.93, 2.18, -0.27], [-3.53, 2.61, 0.97], [-0.37, 0.06, 2.12], [1.18, -3.04, 3.58], [2.43, -3.57, 3.92], [2.54, -4.60, 4.84], [1.42, -5.13, 5.46], [0.17, -4.60, 5.16], [0.05, -3.58, 4.23], [4.78, -2.63, -6.28], [3.53, -0.49, -6.16], [1.98, -0.07, -4.30], [2.79, -3.96, -2.73], [4.40, -4.36, -4.54], [3.83, -2.62, -1.04], [3.53, -3.07, 1.54], [0.37, -1.03, 5.17], [-0.72, 1.38, 5.15], [-2.49, 4.66, 1.61], [-2.37, 6.81, 2.71], [-1.07, 7.09, 4.81], [0.20, 5.15, 5.69], [0.12, 3.00, 4.57], [-5.10, -0.61, -2.19], [-7.11, -0.17, -3.59], [-7.13, 1.76, -5.13], [-5.15, 3.23, -5.29], [-3.16, 2.78, -3.89], [-2.54, -0.55, -4.63], [-0.24, -1.94, -4.74], [-4.89, 2.34, -0.73], [-4.12, 3.13, 1.71], [3.32, -3.15, 3.49], [3.53, -4.99, 5.08], [1.52, -5.94, 6.17], [-0.71, -5.00, 5.64], [-0.92, -3.20, 3.98], [5.97, -0.29, -1.20], [4.90, 0.27, -0.94], [4.30, 0.41, 0.47], [4.85, 0.14, 1.52], [2.96, 0.96, 0.27], [2.73, 1.16, -1.15], [1.59, 1.52, -1.58], [3.96, 0.88, -1.91], [4.17, 1.13, -3.13], [2.05, 1.20, 1.16]]
}